Entry 1:
{"formula": "C9H18F3IN4O4S", "method": "ωB97M-V/def2-TZVPD", "spin_multiplicity": 1, "total_energy_ha": -1868.990743, "homo_lumo_gap_ev": 3.2, "lumo_energy_ha": -0.09396, "de_lowest_ev": 0.000, "total_charge": 0, "homo_energy_ev": -5.74, "elements": ["I", "S", "F", "F", "F", "O", "O", "O", "O", "N", "N", "N", "N", "C", "C", "C", "C", "C", "C", "C", "C", "C", "H", "H", "H", "H", "H", "H", "H", "H", "H", "H", "H", "H", "H", "H", "H", "H", "H", "H"], "coordinates": [[2.057332, -0.915329, 2.358321], [-0.071623, 2.897405, -3.001755], [-0.395242, 5.028789, -1.563042], [-2.164675, 4.514474, -2.702694], [-0.391847, 5.374335, -3.700740], [1.137482, 2.895005, -2.269265], [2.652224, -6.101079, 4.482243], [1.903263, -4.054952, 3.908084], [0.027450, 2.619892, -4.386729], [-1.278537, 1.904119, -2.282771], [0.192340, 0.115042, -2.087574], [-2.818609, 0.701200, -0.322920], [-2.055641, -0.028721, -1.318220], [2.099596, 0.231357, -0.406343], [-2.933648, 0.608884, 2.103673], [-3.250943, -0.140983, 0.813940], [2.015239, 0.762706, 1.021205], [0.783472, -0.412794, -0.810681], [2.589568, -5.098726, 3.750450], [-0.828679, 4.587335, -2.741543], [3.472564, -5.149078, 2.478992], [-1.055014, 0.665450, -1.883413], [-3.614609, 1.132510, -0.771456], [-4.332477, -0.238687, 0.778241], [-3.403937, 1.587698, 2.042555], [3.368384, -4.238691, 1.883115], [-1.654436, -0.879079, -0.935284], [4.520490, -5.263916, 2.761804], [2.897337, -0.499976, -0.457998], [2.396035, 1.055698, -1.052543], [0.142538, -0.627941, -2.776099], [0.981686, -1.469260, -0.970632], [3.185659, -6.004987, 1.864532], [0.059604, -0.389696, 0.001251], [2.844889, 1.419592, 1.239970], [-2.798047, -1.127611, 0.811224], [-3.313890, 0.095510, 2.978145], [-1.867055, 0.803101, 2.165520], [-2.188945, 2.333273, -2.183146], [1.090701, 1.308129, 1.181582]], "forces_ev_per_angstrom": [[-0.17, -0.21, 0.24], [1.87, -0.03, -0.93], [-0.28, -0.09, -0.42], [0.18, 0.09, -0.36], [-0.42, -0.32, 0.14], [-0.33, -0.01, 0.98], [-0.07, 0.02, 0.04], [-0.13, 0.42, -0.10], [-1.12, -0.10, -0.26], [0.08, 0.80, 0.00], [-0.36, -0.17, 0.20], [0.17, -0.17, -0.50], [1.00, 0.99, 1.00], [0.08, 0.77, 0.47], [0.19, 0.30, -0.57], [-0.52, 0.72, 0.69], [0.17, -0.37, -0.11], [0.56, -0.96, -0.48], [0.13, -0.03, -0.14], [0.21, 0.12, 0.88], [-0.02, 0.18, -0.12], [-0.34, -0.55, -0.40], [-0.24, -0.37, -0.17], [-0.11, -0.45, -0.22], [-0.17, 0.10, 0.13], [-0.01, 0.00, 0.02], [-0.54, -0.31, 0.03], [-0.01, -0.10, 0.00], [0.12, -0.14, -0.07], [-0.32, 0.01, -0.32], [0.20, 0.21, -0.32], [-0.16, -0.18, -0.04], [0.06, -0.06, 0.06], [-0.04, 0.31, 0.16], [0.18, 0.01, 0.17], [0.14, -0.09, -0.25], [0.11, -0.16, 0.12], [0.17, -0.22, 0.30], [-0.13, -0.06, 0.08], [-0.12, 0.10, 0.07]], "nbo_charge": [0.17, 2.20, -0.28, -0.31, -0.26, -0.85, -0.76, -0.82, -0.85, -0.78, -0.66, -0.47, -0.39, -0.46, -0.60, -0.24, -0.55, -0.24, 0.76, 0.76, -0.73, 0.74, 0.37, 0.20, 0.21, 0.18, 0.42, 0.20, 0.23, 0.24, 0.43, 0.23, 0.20, 0.20, 0.23, 0.21, 0.24, 0.22, 0.45, 0.19]}

---

Entry 2:
{"formula": "C17H28OPV", "method": "ωB97M-V/def2-TZVPD", "spin_multiplicity": 2, "total_energy_ha": -2024.843650, "homo_lumo_gap_ev": [7.5, 8.3], "lumo_energy_ha": [-0.15719, -0.12938], "total_charge": 1, "homo_energy_ev": [-11.78, -11.78], "elements": ["V", "P", "O", "C", "C", "C", "C", "C", "C", "C", "C", "C", "C", "C", "C", "C", "C", "C", "C", "C", "H", "H", "H", "H", "H", "H", "H", "H", "H", "H", "H", "H", "H", "H", "H", "H", "H", "H", "H", "H", "H", "H", "H", "H", "H", "H", "H", "H"], "coordinates": [[0.346211, 1.177421, -0.595325], [-1.170081, -2.766338, -0.921999], [-0.706519, -1.396242, -1.397719], [-1.980305, 1.648479, -0.353196], [-1.403706, 0.220802, 1.390790], [1.629600, -0.907859, 0.772303], [2.407373, 1.118244, -0.118965], [-2.190430, 0.347127, 0.230969], [1.823892, 2.447312, -2.967913], [1.270265, 4.095318, -1.152102], [1.925281, 0.448630, 1.071334], [1.924664, -1.129831, -0.589619], [0.775479, 2.896325, -1.986853], [-1.016185, 2.350317, 0.496520], [-1.291197, -3.088362, 0.842451], [-0.516908, 3.187880, -2.691649], [2.389420, 0.093692, -1.175197], [-0.670527, 1.432915, 1.558231], [-0.125984, -3.997192, -1.597342], [-2.823967, -2.966965, -1.578644], [2.791648, 2.291134, -2.467289], [1.490626, 1.528649, -3.467617], [-1.484151, -4.155835, 1.004812], [-3.469596, -2.198885, -1.122752], [-0.564451, -4.983665, -1.476546], [-2.736766, -2.777520, -2.658940], [1.573122, 4.950896, -1.782005], [0.466438, 4.458995, -0.496033], [1.996984, 3.194543, -3.768444], [-0.907010, 2.233010, -3.105765], [-2.105641, -2.516399, 1.272920], [1.920355, 0.889341, 2.057218], [-3.193057, -3.977398, -1.369549], [1.974787, -2.092737, -1.087062], [1.319721, -1.673734, 1.488788], [-0.005893, -3.751466, -2.652824], [2.137995, 3.830781, -0.544871], [2.734047, 0.193102, -2.199736], [-1.256672, 3.658598, -2.021969], [-2.972705, -0.330632, -0.082653], [-2.526438, 2.039717, -1.208973], [-0.398598, 3.863428, -3.583660], [-1.429231, -0.606616, 2.095699], [-0.351656, -2.818425, 1.323632], [-0.058248, 1.674136, 2.412407], [2.704630, 2.151175, -0.192251], [-0.623829, 3.361072, 0.378920], [0.837245, -3.945990, -1.100630]], "forces_ev_per_angstrom": [[-0.79, -3.08, -0.11], [-0.54, 2.24, -0.95], [0.06, -0.45, 0.81], [1.04, 0.11, 1.02], [-0.15, 0.92, -0.51], [0.43, 0.33, -0.59], [0.18, -1.71, -0.46], [0.30, 1.27, 0.35], [0.49, -0.13, -0.39], [-0.37, -0.07, -0.21], [0.15, 0.41, -0.59], [0.60, 1.05, 0.37], [0.41, 0.36, 1.31], [-1.19, -0.32, -0.07], [0.19, -0.20, 0.00], [-0.78, -0.04, -0.77], [-0.27, 0.73, 1.20], [-0.27, 0.20, -0.60], [0.20, -0.60, -0.30], [0.01, -0.33, 0.05], [-0.27, -0.03, -0.36], [0.30, 0.10, -0.05], [0.03, 0.19, -0.04], [0.15, -0.43, -0.23], [0.13, -0.21, -0.05], [-0.22, -0.16, 0.34], [-0.14, -0.35, 0.00], [0.44, 0.10, -0.18], [-0.22, -0.13, 0.39], [-0.20, 0.56, 0.13], [-0.09, 0.04, 0.08], [-0.05, -0.05, -0.12], [-0.24, 0.25, -0.18], [-0.43, 0.35, 0.00], [0.08, 0.53, -0.31], [0.06, -0.16, 0.00], [-0.10, 0.25, 0.00], [-0.10, 0.02, 0.41], [0.19, -0.27, -0.37], [0.39, -0.08, -0.20], [0.33, -0.09, 0.30], [0.15, -0.44, 0.79], [0.23, 0.24, -0.29], [-0.13, -0.09, 0.07], [-0.04, 0.03, -0.09], [0.46, -0.28, 0.09], [-0.59, -0.38, 0.29], [0.16, -0.18, 0.01]], "nbo_charge": [1.54, 1.96, -1.12, -0.35, -0.24, -0.25, -0.48, -0.15, -0.63, -0.62, -0.26, -0.13, -0.28, -0.49, -1.02, -0.64, -0.36, -0.27, -1.03, -1.00, 0.21, 0.21, 0.27, 0.25, 0.26, 0.26, 0.23, 0.20, 0.23, 0.22, 0.25, 0.25, 0.25, 0.24, 0.24, 0.27, 0.20, 0.27, 0.22, 0.24, 0.27, 0.24, 0.24, 0.24, 0.25, 0.27, 0.28, 0.25]}

---

Entry 3:
{"formula": "C16H21FN2O2", "method": "ωB97M-V/def2-TZVPD", "spin_multiplicity": 1, "total_energy_ha": -982.141210, "homo_lumo_gap_ev": 9.4, "smiles": "O=C(c1ccc(F)cc1)N1CCC(N2CCOCC2)CC1", "lumo_energy_ha": 0.02598, "de_lowest_ev": 1.240, "total_charge": 0, "homo_energy_ev": -8.73, "elements": ["F", "O", "O", "N", "N", "C", "C", "C", "C", "C", "C", "C", "C", "C", "C", "C", "C", "C", "C", "C", "C", "H", "H", "H", "H", "H", "H", "H", "H", "H", "H", "H", "H", "H", "H", "H", "H", "H", "H", "H", "H", "H"], "coordinates": [[-6.202135, 2.275460, 0.285414], [-1.797185, -1.496309, 2.710839], [3.857161, -1.280894, -3.227684], [1.821312, -0.605732, -1.378949], [-0.460075, 0.155871, 1.954225], [-3.511321, 1.237932, 2.455462], [-1.663550, -0.428970, 2.142691], [-0.234285, 1.325334, 1.140761], [2.675674, -2.040325, -3.130857], [1.767491, -0.492677, 1.155985], [1.015306, -0.420699, -0.184657], [0.247102, 0.912137, -0.260217], [-2.849602, 0.337263, 1.629326], [-4.469478, 0.730880, -0.105873], [2.092110, -1.991558, -1.717100], [3.614848, 0.055346, -2.858224], [-4.643061, 1.895656, 2.008002], [0.747586, -0.573474, 2.296487], [-5.102438, 1.632611, 0.730121], [3.064428, 0.143258, -1.433278], [-3.338773, 0.080078, 0.354236], [2.399070, 0.389900, 1.268322], [-1.149386, 1.914833, 1.076669], [-4.863502, 0.545622, -1.092550], [3.820966, -0.264364, -0.741197], [2.409211, -1.373723, 1.183523], [-0.601187, 0.794671, -0.934206], [2.881574, 1.188289, -1.181956], [1.172589, -0.165303, 3.221064], [-2.836624, -0.636731, -0.278000], [4.571992, 0.573666, -2.937232], [0.527668, 1.931838, 1.640373], [0.886352, 1.692980, -0.669727], [0.279928, -1.234225, -0.187719], [2.810127, -2.456500, -1.019320], [1.159742, -2.558497, -1.692880], [2.944288, -3.062145, -3.403633], [1.926550, -1.654834, -3.838701], [2.890768, 0.509822, -3.551184], [-5.169528, 2.598855, 2.633603], [0.447256, -1.607132, 2.486117], [-3.138969, 1.421790, 3.451924]], "forces_ev_per_angstrom": [[0.08, -0.06, 0.04], [-0.14, -0.27, 0.09], [0.16, -0.07, -0.01], [-0.04, -0.10, -0.10], [0.13, -0.03, 0.06], [0.10, -0.12, -0.15], [-0.15, 0.21, 0.04], [-0.02, 0.33, -0.37], [-0.24, -0.28, 0.19], [-0.22, -0.08, -0.22], [0.05, 0.23, 0.15], [-0.01, -0.19, 0.25], [-0.19, -0.16, 0.03], [-0.18, 0.15, 0.02], [0.13, 0.02, -0.32], [0.02, 0.31, 0.27], [-0.15, 0.04, -0.15], [0.17, -0.27, 0.25], [0.11, -0.05, 0.03], [0.06, -0.02, -0.36], [0.07, 0.08, 0.20], [0.09, 0.01, -0.01], [0.18, 0.01, 0.07], [-0.06, 0.00, -0.09], [-0.03, 0.08, 0.01], [0.08, 0.03, 0.04], [-0.02, 0.02, -0.07], [0.05, 0.03, 0.03], [-0.03, -0.10, -0.03], [0.05, -0.08, -0.08], [-0.08, 0.03, 0.00], [-0.08, 0.04, -0.01], [0.04, 0.04, -0.06], [0.04, 0.05, 0.01], [-0.05, -0.03, -0.02], [0.01, -0.03, 0.01], [-0.07, 0.04, 0.00], [0.03, -0.06, 0.05], [0.07, 0.01, 0.06], [-0.07, 0.07, 0.04], [0.09, 0.15, 0.00], [0.03, 0.03, 0.11]], "nbo_charge": [-0.32, -0.61, -0.52, -0.45, -0.43, -0.17, 0.67, -0.22, -0.07, -0.45, -0.03, -0.41, -0.14, -0.28, -0.24, -0.07, -0.28, -0.22, 0.39, -0.25, -0.17, 0.20, 0.23, 0.23, 0.17, 0.22, 0.21, 0.20, 0.20, 0.22, 0.19, 0.19, 0.21, 0.20, 0.17, 0.21, 0.19, 0.17, 0.17, 0.23, 0.24, 0.22]}

---

Entry 4:
{"formula": "C15H25NO3", "method": "ωB97M-V/def2-TZVPD", "spin_multiplicity": 1, "total_energy_ha": -867.063599, "homo_lumo_gap_ev": 9.8, "smiles": "COCCCNC(=O)[C@]12CC[C@](C)(C(=O)C1)C2(C)C", "lumo_energy_ha": 0.02207, "de_lowest_ev": 1.169, "total_charge": 0, "homo_energy_ev": -9.21, "elements": ["O", "O", "O", "N", "C", "C", "C", "C", "C", "C", "C", "C", "C", "C", "C", "C", "C", "C", "C", "H", "H", "H", "H", "H", "H", "H", "H", "H", "H", "H", "H", "H", "H", "H", "H", "H", "H", "H", "H", "H", "H", "H", "H", "H"], "coordinates": [[1.732478, -4.207704, 0.168552], [-2.679170, 1.260832, -2.676877], [-0.485422, 0.170739, 2.728006], [-0.216766, -1.368655, 1.111619], [0.422411, -2.344848, 1.963189], [-0.167854, 1.604863, -0.277914], [1.936696, -2.418945, 1.746429], [2.307227, -2.934718, 0.358180], [-0.615485, -0.161254, 1.566506], [-2.151646, 2.949395, 0.065175], [2.082606, -4.793847, -1.056123], [-1.213869, 0.771150, 0.525430], [-0.795191, 3.430361, -2.071635], [-2.077074, 1.876175, 1.162292], [-2.080962, 0.167022, -0.585533], [0.729762, 0.770417, -1.192125], [-1.242633, 2.397125, -1.059424], [0.738599, 2.458029, 0.605024], [-2.091348, 1.274537, -1.629870], [-3.096248, -0.054605, -0.253615], [2.378141, -1.431466, 1.888249], [3.403368, -2.998176, 0.267899], [-0.173794, 2.972234, -2.837246], [-1.690605, -0.746579, -1.034088], [0.165040, 0.195685, -1.921768], [1.460442, 2.991723, -0.009658], [1.400168, 1.427518, -1.742347], [3.167763, -4.935739, -1.135014], [-1.665963, 3.862181, -2.559706], [1.283249, 1.818050, 1.295958], [-0.233285, 4.225136, -1.586723], [-1.780615, 3.915717, 0.404964], [-3.168728, 3.098031, -0.299377], [1.586966, -5.761575, -1.092416], [0.218070, -2.041824, 2.992234], [0.188881, 3.185542, 1.190061], [1.749066, -4.180323, -1.903574], [1.343510, 0.095036, -0.598820], [-3.059334, 1.492991, 1.437062], [-0.297322, -1.597940, 0.136298], [-1.603763, 2.237979, 2.072889], [1.952957, -2.244683, -0.426037], [-0.013424, -3.328078, 1.773258], [2.353101, -3.097508, 2.490615]], "forces_ev_per_angstrom": [[-0.11, 0.10, 0.29], [-0.05, 0.00, -0.16], [0.09, 0.18, 0.36], [0.11, -0.41, -0.24], [0.29, -0.07, 0.28], [0.15, -0.02, -0.05], [-0.25, -0.22, -0.35], [0.15, 0.17, 0.19], [-0.23, 0.09, -0.48], [-0.03, -0.01, -0.04], [0.03, -0.03, -0.12], [-0.13, 0.08, 0.30], [-0.11, -0.31, 0.16], [0.06, -0.08, 0.26], [-0.11, -0.29, 0.09], [-0.14, 0.15, 0.09], [0.08, 0.48, -0.30], [-0.21, -0.08, -0.11], [0.18, 0.01, 0.13], [-0.01, -0.02, -0.01], [0.04, 0.03, 0.05], [-0.12, 0.03, -0.04], [0.07, 0.02, -0.14], [0.01, 0.01, -0.09], [0.00, -0.15, -0.12], [0.07, 0.07, -0.05], [0.06, 0.03, -0.08], [-0.03, -0.01, -0.01], [-0.03, 0.06, -0.08], [0.10, -0.03, 0.10], [0.06, 0.10, 0.04], [0.01, 0.03, -0.01], [0.00, 0.10, -0.02], [0.04, -0.01, -0.09], [-0.03, -0.13, -0.13], [-0.04, 0.11, 0.13], [0.01, -0.04, 0.01], [0.08, -0.08, 0.00], [0.00, -0.03, 0.05], [-0.13, 0.15, 0.03], [-0.04, -0.02, -0.03], [0.05, -0.03, 0.04], [-0.02, 0.08, 0.09], [0.10, 0.00, 0.05]], "nbo_charge": [-0.55, -0.54, -0.63, -0.62, -0.23, 0.02, -0.42, -0.06, 0.69, -0.41, -0.24, -0.15, -0.61, -0.39, -0.52, -0.63, -0.17, -0.62, 0.64, 0.25, 0.21, 0.17, 0.22, 0.23, 0.21, 0.21, 0.22, 0.17, 0.23, 0.23, 0.21, 0.22, 0.22, 0.20, 0.24, 0.22, 0.16, 0.21, 0.21, 0.39, 0.24, 0.15, 0.21, 0.22]}